{"formula": "C21H25N7O2", "method": "ωB97M-V with the def2-TZVPD basis set", "smiles": "O=C(c1ccco1)N1CCN([C@H](c2ccccn2)c2nnnn2C2CCCC2)CC1", "homo_lumo_gap_ev": 9.36, "homo_ha": -0.321, "spin_multiplicity": 1, "symbols": ["O", "C", "C", "C", "C", "C", "O", "N", "C", "C", "N", "C", "C", "C", "C", "C", "C", "N", "C", "N", "N", "N", "N", "C", "C", "C", "C", "C", "C", "C", "H", "H", "H", "H", "H", "H", "H", "H", "H", "H", "H", "H", "H", "H", "H", "H", "H", "H", "H", "H", "H", "H", "H", "H", "H"], "xyz": [[2.853, -3.875, 0.070], [3.240, -2.715, 0.054], [4.477, -2.382, 0.789], [5.092, -3.193, 1.711], [6.269, -2.526, 2.110], [6.297, -1.365, 1.399], [5.224, -1.265, 0.602], [2.589, -1.757, -0.649], [2.734, -0.327, -0.538], [1.507, 0.265, 0.166], [0.323, -0.071, -0.600], [-0.853, 0.689, -0.187], [-1.356, 0.337, 1.205], [-2.133, -0.788, 1.457], [-2.489, -1.059, 2.769], [-2.065, -0.201, 3.772], [-1.304, 0.900, 3.411], [-0.957, 1.164, 2.164], [-1.957, 0.562, -1.175], [-2.545, -0.540, -1.589], [-3.510, -0.168, -2.416], [-3.554, 1.091, -2.530], [-2.588, 1.608, -1.770], [-2.364, 3.024, -1.601], [-2.999, 3.502, -0.283], [-4.394, 3.955, -0.702], [-4.123, 4.691, -2.011], [-3.065, 3.829, -2.712], [0.160, -1.515, -0.646], [1.373, -2.117, -1.352], [4.728, -4.142, 2.045], [6.995, -2.865, 2.820], [7.002, -0.557, 1.371], [3.635, -0.063, 0.008], [2.795, 0.091, -1.549], [1.608, 1.352, 0.214], [1.458, -0.123, 1.198], [-0.536, 1.738, -0.148], [-2.457, -1.419, 0.645], [-3.090, -1.925, 3.001], [-2.322, -0.378, 4.804], [-0.953, 1.610, 4.149], [-1.280, 3.178, -1.606], [-3.008, 2.720, 0.477], [-2.431, 4.349, 0.104], [-4.872, 4.583, 0.046], [-5.027, 3.086, -0.888], [-5.018, 4.807, -2.617], [-3.721, 5.683, -1.797], [-2.351, 4.436, -3.266], [-3.539, 3.136, -3.405], [-0.747, -1.749, -1.203], [0.087, -1.951, 0.365], [1.301, -3.205, -1.369], [1.434, -1.729, -2.373]], "atomic_forces_ev_per_a": [[0.1322, -0.0526, 0.2354], [-0.1140, 0.0285, -0.3316], [0.3428, -0.9726, 0.8183], [-0.5310, 0.4092, -0.5565], [0.1159, 0.4960, -0.2278], [0.4099, -0.3896, 0.5331], [-0.1388, 0.2197, -0.3237], [-0.0392, -0.0265, -0.1726], [0.0088, 0.4922, 0.3649], [0.2964, 0.0510, -0.1582], [-0.0739, 0.1851, -0.0984], [0.0877, -0.0719, 0.1486], [-0.0597, -0.0072, -0.0304], [-0.0051, 0.0348, 0.1425], [0.0743, 0.0767, -0.0096], [-0.0084, -0.0113, -0.0795], [-0.1008, -0.0916, 0.3485], [0.2568, 0.3037, -0.2155], [-0.4110, 0.5332, -0.5393], [0.6364, -0.1862, 0.5587], [-0.6047, -0.6289, -0.4411], [-0.4732, 1.0177, -0.4099], [0.5338, -1.4836, 0.3223], [0.1490, 0.6424, 0.1693], [-0.0929, -0.0648, -0.0028], [0.0618, 0.1287, 0.0311], [-0.0751, -0.0656, 0.0364], [0.0250, 0.1064, -0.1970], [0.1216, -0.2702, -0.3067], [-0.3322, -0.3365, 0.0573], [-0.1323, -0.1938, -0.0069], [0.1923, -0.0035, 0.1334], [0.0242, 0.1463, -0.0769], [-0.1423, -0.0038, -0.1137], [0.0334, 0.0316, 0.0817], [0.0005, -0.0037, 0.0418], [0.0291, 0.0533, -0.0408], [-0.1224, -0.1727, 0.0664], [-0.0264, -0.0524, -0.0442], [-0.0429, -0.0613, 0.0196], [-0.0150, 0.0066, 0.0926], [-0.0256, -0.0112, 0.1410], [-0.1695, -0.0718, -0.0241], [0.1076, 0.0153, 0.0468], [0.0455, 0.0375, 0.0237], [-0.0776, -0.0348, 0.0475], [-0.0591, -0.0349, 0.0233], [-0.0206, 0.0852, -0.0478], [-0.0312, 0.0585, 0.0000], [0.0313, -0.0502, -0.0321], [0.1011, 0.1488, -0.0132], [0.1452, -0.0995, 0.1033], [0.0039, -0.0018, -0.0524], [-0.0066, 0.1603, -0.0584], [-0.0349, -0.0142, 0.0239]]}

***

{"formula": "C20H34N6O3", "method": "ωB97M-V with the def2-TZVPD basis set", "smiles": "CCOC(=O)[C@H]1CCCN(C(=O)CCCn2nnnc2CN2CCC(C)CC2)C1", "homo_lumo_gap_ev": 9.79, "homo_ha": -0.334, "spin_multiplicity": 1, "symbols": ["C", "C", "O", "C", "O", "C", "C", "C", "C", "N", "C", "O", "C", "C", "C", "N", "N", "N", "N", "C", "C", "N", "C", "C", "C", "C", "C", "C", "C", "H", "H", "H", "H", "H", "H", "H", "H", "H", "H", "H", "H", "H", "H", "H", "H", "H", "H", "H", "H", "H", "H", "H", "H", "H", "H", "H", "H", "H", "H", "H", "H", "H", "H"], "xyz": [[2.335, 3.315, 4.228], [1.928, 3.837, 2.857], [2.396, 2.980, 1.818], [3.643, 3.144, 1.393], [4.405, 3.970, 1.828], [4.023, 2.162, 0.292], [5.118, 1.232, 0.831], [4.516, 0.288, 1.865], [3.352, -0.494, 1.253], [2.341, 0.411, 0.754], [1.027, 0.441, 1.044], [0.276, 1.258, 0.529], [0.458, -0.576, 2.033], [-0.964, -0.951, 1.606], [-0.951, -2.026, 0.512], [0.033, -1.747, -0.494], [1.243, -2.308, -0.469], [1.908, -1.834, -1.440], [1.187, -0.965, -2.136], [0.012, -0.900, -1.551], [-1.131, -0.038, -1.924], [-2.376, -0.782, -1.872], [-3.538, 0.090, -1.870], [-4.802, -0.732, -1.642], [-4.962, -1.789, -2.734], [-6.197, -2.651, -2.497], [-3.690, -2.635, -2.771], [-2.465, -1.747, -2.956], [2.852, 1.337, -0.240], [3.418, 3.328, 4.324], [1.907, 3.946, 5.002], [1.978, 2.296, 4.363], [2.333, 4.842, 2.700], [0.842, 3.846, 2.743], [4.435, 2.762, -0.526], [5.534, 0.653, 0.004], [5.917, 1.828, 1.275], [4.156, 0.861, 2.722], [5.270, -0.416, 2.218], [3.715, -1.100, 0.413], [2.938, -1.165, 2.002], [0.436, -0.093, 3.013], [1.063, -1.478, 2.098], [-1.532, -1.333, 2.454], [-1.456, -0.051, 1.234], [-1.927, -2.082, 0.027], [-0.680, -2.996, 0.939], [-1.168, 0.780, -1.196], [-0.926, 0.394, -2.917], [-3.417, 0.817, -1.063], [-3.624, 0.645, -2.821], [-5.667, -0.067, -1.627], [-4.735, -1.226, -0.670], [-5.070, -1.279, -3.699], [-6.301, -3.394, -3.284], [-7.094, -2.037, -2.481], [-6.121, -3.171, -1.544], [-3.738, -3.359, -3.586], [-3.597, -3.186, -1.832], [-1.558, -2.358, -2.951], [-2.521, -1.238, -3.935], [3.187, 0.762, -1.111], [2.024, 1.982, -0.538]], "atomic_forces_ev_per_a": [[0.0129, 0.0289, -0.4156], [0.0022, 0.3794, 0.4252], [-0.2718, -0.1650, -0.0780], [0.3497, -0.0016, -0.3381], [0.0383, 0.0696, 0.1071], [-0.0094, -0.0930, 0.0391], [-0.0150, 0.1503, 0.2103], [0.0078, -0.1148, -0.2545], [0.2068, -0.2447, 0.3648], [0.1623, 0.0315, -0.2372], [0.0580, -0.2972, 0.2392], [-0.2964, 0.2347, 0.0099], [-0.2352, 0.1013, -0.1201], [0.1195, -0.0378, -0.0945], [-0.4856, -0.1625, 0.7441], [0.2240, 0.5618, -1.2626], [-0.0457, -0.7404, 0.8662], [0.8380, -0.3074, -0.0837], [-0.6050, 0.6619, -0.5510], [0.1232, -0.3690, 0.3773], [-0.1666, 0.2728, -0.0139], [0.0257, 0.1363, -0.2058], [-0.1817, 0.0067, 0.2962], [0.1068, 0.1725, -0.3926], [-0.0609, -0.2373, 0.3292], [0.1928, 0.2088, -0.1582], [0.0228, 0.3091, -0.2881], [-0.0234, -0.3650, 0.0737], [-0.1065, 0.4364, -0.2326], [0.0589, -0.0002, 0.0489], [-0.0477, 0.0533, 0.1157], [-0.0484, -0.0872, 0.0592], [-0.1401, -0.1385, -0.0055], [0.1303, 0.0233, -0.0266], [-0.0606, -0.0073, 0.0897], [0.0293, 0.0022, -0.0477], [0.0305, -0.0282, -0.0824], [0.0017, -0.0230, 0.1164], [-0.0054, -0.0016, 0.0579], [-0.0393, -0.0263, 0.0972], [-0.0203, 0.0048, -0.1232], [0.0625, -0.0191, 0.0300], [0.0405, 0.0581, 0.0963], [-0.0284, -0.0096, -0.0075], [-0.0513, -0.0571, 0.0928], [0.2014, -0.0947, 0.0823], [-0.0296, 0.0903, -0.0927], [-0.0190, -0.0415, -0.1142], [0.0035, -0.0251, 0.0831], [0.0162, 0.0386, -0.0768], [0.0228, 0.0262, 0.0225], [-0.0602, 0.0087, 0.0460], [-0.0288, -0.0184, 0.0901], [0.0379, 0.0249, -0.0031], [-0.0661, -0.1175, -0.0584], [-0.1464, 0.0166, 0.0209], [-0.0090, -0.0809, 0.1271], [-0.0125, -0.0752, 0.0010], [0.0046, -0.0792, 0.0519], [-0.0188, 0.0408, -0.0709], [0.0502, 0.0062, 0.0279], [-0.0224, 0.0548, 0.0408], [0.1763, -0.1447, -0.0446]]}

***

{"formula": "C4H11NO2", "method": "ωB97M-V with the def2-TZVPD basis set", "smiles": "NCCCC=O.O", "homo_lumo_gap_ev": 9.76, "homo_ha": -0.333, "spin_multiplicity": 1, "symbols": ["N", "C", "C", "C", "C", "O", "H", "H", "H", "H", "H", "H", "H", "H", "H", "O", "H", "H"], "xyz": [[-2.298, -0.239, 1.728], [-1.265, -0.704, 0.695], [-0.468, 0.661, 0.177], [-0.161, 0.571, -1.332], [1.186, 1.326, -1.545], [2.154, 0.747, -1.096], [-2.757, -0.871, 2.208], [-2.016, 0.548, 2.251], [-1.861, -1.168, -0.071], [-0.533, -1.457, 1.118], [-1.060, 1.467, 0.433], [0.470, 0.689, 0.818], [-0.989, 1.181, -1.818], [-0.224, -0.336, -1.888], [1.105, 2.366, -2.004], [2.849, -2.006, 0.186], [2.852, -1.530, -0.644], [3.016, -1.245, 0.784]], "atomic_forces_ev_per_a": [[3.5296, 2.9620, -4.8517], [0.0165, 1.9557, 1.8623], [1.1791, -5.1517, 1.0598], [-1.0152, 3.8909, -0.5117], [-1.2249, -1.7445, 0.6368], [0.2436, 1.5171, -0.9435], [-2.4444, -3.9634, 2.8889], [0.4005, 0.5586, 0.7061], [0.1479, -0.1033, -0.6367], [-0.6609, 0.8854, -0.5553], [-1.2597, 1.7300, 0.2130], [-1.0061, 0.0420, -0.9801], [0.8721, -0.5098, 0.3207], [0.5027, -1.1939, 0.3542], [0.7800, -0.9112, 0.4166], [0.2595, 0.9347, 0.8118], [-0.1486, -0.0259, -0.5725], [-0.1719, -0.8728, -0.2188]]}

***

{"formula": "C3H9AuO3", "method": "ωB97M-V with the def2-TZVPD basis set", "homo_lumo_gap_ev": [8.20, 6.70], "s_squared": 3.763, "homo_ha": [-0.413, -0.558], "total_charge": 1, "spin_multiplicity": 4, "symbols": ["Au", "O", "H", "C", "O", "C", "C", "H", "H", "H", "H", "H", "H", "H", "O", "H"], "xyz": [[1.153, 0.889, -0.482], [0.926, 3.339, -1.005], [0.516, 3.799, -0.268], [0.874, -1.105, 1.795], [0.537, -0.668, 0.489], [-0.794, -0.988, 0.081], [-0.945, -0.567, -1.372], [1.823, -0.630, 2.067], [0.093, -0.810, 2.511], [0.990, -2.199, 1.799], [-1.494, -0.429, 0.725], [-0.959, -2.069, 0.207], [-2.016, -0.650, -1.631], [-0.412, -1.296, -2.012], [-0.469, 0.729, -1.555], [0.176, 2.655, -1.349]], "atomic_forces_ev_per_a": [[4.4948, 3.9923, -0.6314], [-2.3750, -2.4904, -1.6507], [-0.2161, 0.2362, 0.3138], [0.3558, -0.3925, 1.3119], [-1.7220, -3.7908, 1.2706], [-0.4995, -0.4006, 0.5268], [-1.4595, -1.0180, 0.3103], [-0.2339, -0.1412, -0.1096], [0.2323, -0.0161, -0.2287], [-0.0188, 0.3414, -0.0706], [0.1014, -0.2032, -0.2383], [-0.0387, 0.3474, -0.1419], [0.4179, 0.2912, -0.1894], [0.2055, 0.5608, -0.1035], [-1.3917, -0.7511, -1.1697], [2.1475, 3.4344, 0.8006]]}

***

{"formula": "C4H6O", "method": "ωB97M-V with the def2-TZVPD basis set", "smiles": "O=C1CCC1", "homo_lumo_gap_ev": 10.30, "homo_ha": -0.346, "spin_multiplicity": 1, "symbols": ["O", "C", "C", "C", "C", "H", "H", "H", "H", "H", "H"], "xyz": [[2.430, -0.089, -0.102], [1.147, -0.027, -0.042], [0.115, 1.131, -0.037], [-1.136, 0.013, -0.143], [-0.001, -1.126, 0.005], [0.297, 1.451, 1.026], [0.401, 1.983, -0.680], [-1.650, 0.048, 0.915], [-1.841, -0.076, -0.993], [0.181, -1.616, 1.016], [0.056, -1.692, -0.965]], "atomic_forces_ev_per_a": [[-6.1593, 0.3417, 0.4278], [3.3696, -0.6313, -1.2805], [0.9018, -1.1619, 0.5909], [2.0421, 0.3873, 3.5931], [1.2987, 1.2549, -0.5711], [-0.9347, 0.1325, -0.7364], [-0.7599, -0.4036, 0.0305], [0.3366, 0.1433, -2.4728], [0.7579, 0.3418, 0.5753], [-0.9764, -0.1268, -1.6077], [0.1236, -0.2779, 1.4509]]}

***

{"formula": "C23H10Br2Cl6N2O2Yb", "method": "ωB97M-V with the def2-TZVPD basis set", "homo_lumo_gap_ev": [7.27, 7.25], "s_squared": 0.751, "homo_ha": [-0.413, -0.413], "total_charge": 1, "spin_multiplicity": 2, "symbols": ["Yb", "Cl", "C", "C", "C", "C", "O", "C", "C", "O", "C", "H", "H", "H", "H", "Br", "C", "C", "C", "N", "C", "C", "C", "C", "C", "Br", "C", "C", "N", "H", "H", "H", "H", "H", "H", "Cl", "C", "C", "C", "Cl", "C", "Cl", "C", "Cl", "C", "Cl"], "xyz": [[-0.502, -0.009, 0.427], [-6.871, -3.943, -0.907], [-5.515, -2.994, -0.425], [-5.559, -2.319, 0.809], [-4.503, -1.556, 1.225], [-3.337, -1.423, 0.432], [-2.347, -0.699, 0.838], [-3.301, -2.114, -0.825], [-2.150, -2.001, -1.642], [-1.124, -1.336, -1.372], [-4.409, -2.895, -1.227], [-6.440, -2.411, 1.425], [-4.528, -1.035, 2.171], [-2.174, -2.552, -2.596], [-4.373, -3.412, -2.174], [5.895, -2.558, -1.198], [4.144, -1.970, -0.820], [3.373, -2.614, 0.141], [2.100, -2.126, 0.375], [1.580, -1.071, -0.255], [2.319, -0.450, -1.197], [3.605, -0.888, -1.506], [1.726, 0.738, -1.868], [2.435, 1.455, -2.830], [1.867, 2.590, -3.396], [2.823, 3.594, -4.673], [0.585, 2.968, -3.013], [-0.056, 2.193, -2.065], [0.487, 1.117, -1.491], [3.754, -3.458, 0.692], [1.461, -2.607, 1.112], [4.207, -0.401, -2.253], [3.424, 1.165, -3.139], [0.110, 3.840, -3.431], [-1.063, 2.449, -1.744], [2.875, 1.813, 0.668], [1.838, 2.060, 2.022], [0.593, 1.423, 1.995], [-0.184, 1.680, 3.137], [-1.734, 0.906, 3.137], [0.205, 2.479, 4.207], [-0.820, 2.731, 5.559], [1.465, 3.084, 4.164], [1.987, 4.077, 5.460], [2.292, 2.872, 3.059], [3.840, 3.608, 2.993]], "atomic_forces_ev_per_a": [[1.1771, 0.2011, -0.8540], [-0.0826, -0.0743, -0.0580], [0.2150, 0.0792, -0.0511], [0.0900, -0.1125, -0.2817], [0.5020, 0.1931, -0.1040], [-1.0697, -0.8964, -0.5950], [-0.5529, -0.1041, 0.3639], [-0.2441, 0.4399, 0.9935], [0.3272, 0.0716, -0.1654], [-0.2151, -0.2234, -0.2625], [0.0294, 0.0939, 0.1401], [-0.0940, -0.0147, 0.0577], [-0.0320, 0.0229, 0.0696], [0.1010, 0.0914, 0.0727], [-0.0315, -0.0914, -0.1333], [-0.3448, 0.1269, 0.0680], [-0.1895, -0.0486, 0.0667], [0.1022, 0.1850, -0.1790], [-0.0009, -0.0420, 0.0662], [-0.0225, 0.2515, -0.1436], [0.2562, -0.5125, 0.1028], [-0.1730, -0.0936, 0.1417], [-0.1909, 0.3507, -0.3785], [-0.2279, 0.0296, 0.0658], [-0.1729, -0.0695, 0.0764], [-0.1795, -0.2050, 0.2559], [0.2422, -0.0965, -0.0225], [-0.0683, 0.0603, 0.0219], [0.1756, -0.1799, 0.1322], [-0.0091, -0.0864, 0.0515], [0.1309, 0.0212, -0.0297], [0.0076, 0.0562, -0.0590], [0.0588, -0.0545, 0.0057], [-0.0771, 0.0464, -0.0232], [0.1198, 0.0562, -0.0519], [0.5843, 0.2171, -0.1285], [-0.5726, -0.2018, 0.1531], [0.2156, 0.5564, 0.8915], [0.7195, 0.1120, -0.4472], [-0.3306, -0.0005, 0.3042], [0.0874, 0.0181, -0.0497], [-0.0974, -0.0578, -0.0163], [-0.0983, -0.0962, -0.0822], [-0.0085, -0.0380, -0.0596], [-0.1003, -0.0092, 0.0644], [0.0441, 0.0282, 0.0104]]}

***

ΔE to the lowest compared entry with this formula, charge and spin: 0.00 27.06 59.52 0.00 34.04 19.99 (kcal/mol)